[1]
68
Properties=species:S:1:pos:R:3:mulliken_charge:R:1 method="wB97M-V/def2-TZVPD" orbital_gap_ev=9.314 charge=0 smiles="O=CC[SiH2]c1ccccc1.COCCNCCOC.COCCNCCOC" lumo_energy_ev=0.674 multiplicity=1 e_homo_ev=-8.6
O -2.6200 0.9896 3.9385 -0.480
C -3.0276 0.0944 3.2262 -0.116
C -3.4158 0.3667 1.7684 0.009
Si -4.5699 -0.9229 1.0017 0.389
C -6.3944 -0.6604 1.3592 0.286
C -7.0516 -1.6348 2.1001 -0.190
C -8.3936 -1.5502 2.3798 -0.560
C -9.1258 -0.4730 1.9302 -0.350
C -8.4936 0.5108 1.2073 -0.589
C -7.1537 0.4157 0.9268 -0.275
H -3.1054 -0.9482 3.6078 0.308
H -3.7507 1.4006 1.6412 0.299
H -2.4672 0.2962 1.2074 -0.087
H -4.2198 -2.2922 1.4220 -0.191
H -4.3861 -0.8460 -0.4642 -0.126
H -6.5089 -2.5021 2.4699 0.275
H -8.8632 -2.3512 2.9434 0.345
H -10.1876 -0.3995 2.1439 0.369
H -9.0393 1.3671 0.8217 0.341
H -6.6778 1.2076 0.3509 0.344
C 3.0142 2.4321 -1.6532 -0.305
O 2.2561 2.7589 -0.5018 -0.219
C 1.9576 4.1455 -0.3833 -0.893
C 0.4677 4.3739 -0.5377 -0.159
N 0.0449 4.1362 -1.9137 -0.319
C -1.4041 4.1033 -2.0910 -0.886
C -2.1670 2.9654 -1.4159 -0.249
O -1.8808 1.6831 -1.9487 -0.451
C -0.7581 1.0373 -1.3679 -0.562
H 3.2735 1.3784 -1.5902 -0.256
H 2.4333 2.5876 -2.5687 0.340
H 3.9362 3.0203 -1.6973 0.364
H 2.5293 4.7487 -1.0940 0.408
H 2.2544 4.4509 0.6246 0.397
H 0.2295 5.4057 -0.2635 0.407
H -0.0442 3.7035 0.1651 0.130
H 0.4229 3.2505 -2.2242 0.083
H -1.5892 4.0356 -3.1661 0.371
H -1.8229 5.0592 -1.7607 0.412
H -3.2311 3.1330 -1.6080 0.380
H -2.0518 2.9693 -0.3254 0.234
H -0.6147 1.3090 -0.3186 0.187
H 0.1511 1.2503 -1.9350 0.272
H -0.9250 -0.0394 -1.4248 0.336
C 5.1593 -3.5482 2.5009 -0.729
O 6.0241 -3.0376 1.5032 -0.341
C 6.3711 -3.9926 0.5056 -0.810
C 5.7823 -3.6001 -0.8350 -0.198
N 4.3316 -3.7544 -0.8353 -0.316
C 3.6737 -3.1795 -2.0060 -0.908
C 3.7404 -1.6638 -2.1800 -0.462
O 3.0304 -0.9379 -1.1906 -0.345
C 3.7644 -0.6478 -0.0105 -0.766
H 5.0461 -2.7815 3.2661 0.243
H 4.1689 -3.7764 2.0928 0.310
H 5.5800 -4.4451 2.9647 0.345
H 6.0706 -5.0049 0.7898 0.405
H 7.4619 -3.9815 0.4222 0.390
H 6.2092 -4.2371 -1.6150 0.392
H 6.0788 -2.5623 -1.0366 0.170
H 3.9553 -3.3101 -0.0078 0.093
H 2.6191 -3.4601 -1.9436 0.367
H 4.0727 -3.6586 -2.9055 0.445
H 3.2486 -1.4272 -3.1283 0.397
H 4.7686 -1.2949 -2.2715 0.363
H 4.8325 -0.5204 -0.2032 0.354
H 3.6073 -1.4280 0.7384 0.212
H 3.3737 0.2834 0.4032 0.364

***

[2]
16
Properties=species:S:1:pos:R:3:mulliken_charge:R:1 method="wB97M-V/def2-TZVPD" orbital_gap_ev=9.251 charge=0 e_above_lowest_kj_mol=530.4 lumo_energy_ev=0.869 multiplicity=1 e_homo_ev=-8.4
C -1.3309 0.2979 0.7199 -1.383
C 0.1266 -0.0971 0.5763 1.326
C 0.4826 -0.8641 -0.6872 -0.915
C -0.1479 -0.5991 -1.9207 -0.476
C -0.8091 -0.3230 -2.9186 -0.067
C 1.1632 0.7622 1.2010 -0.659
N 0.8629 -0.5485 1.7663 -0.693
H -1.6708 0.8339 -0.1725 0.360
H -1.4696 0.9493 1.5917 0.393
H -1.9668 -0.5872 0.8396 0.311
H 1.0416 -1.7783 -0.5132 0.491
H 1.2129 -0.3756 -1.7162 0.208
H -0.7286 0.2723 -3.8032 0.269
H 2.1415 0.8461 0.7320 0.280
H 0.8169 1.6603 1.7108 0.266
H 0.2755 -0.4490 2.5940 0.288

***

[3]
14
Properties=species:S:1:pos:R:3:mulliken_spin:R:1 method="wB97M-V/def2-TZVPD" orbital_gap_ev="7.152 / 4.815" s_squared=2.013 charge=+1 e_above_lowest_kj_mol=605.6 lumo_energy_ev="-3.915 / -8.971" multiplicity=3 e_homo_ev="-11.1 / -13.8"
C 0.0491 -1.6117 0.3779 -0.027
C 1.0232 -1.8013 1.1830 0.179
C -1.0845 -1.1000 -0.2358 0.616
N -2.2574 0.7698 0.2456 0.693
N 0.3534 0.8749 -1.2042 0.037
O -0.6072 -2.2196 -0.8004 0.292
O -2.1132 -0.3950 -0.4375 0.251
H 1.7128 -2.5294 1.0260 0.006
H 1.0899 -1.1210 2.1737 -0.005
H -1.3317 1.0802 0.6755 -0.016
H -3.1455 1.1656 0.3828 -0.021
H -0.0402 1.8101 -1.2263 -0.004
H 0.5874 0.5271 -2.1868 -0.003
H 1.2584 1.1809 -0.7557 0.001

***

[4]
126
Properties=species:S:1:pos:R:3:mulliken_charge:R:1 method="wB97M-V/def2-TZVPD" orbital_gap_ev=9.659 charge=0 smiles="CC(N)=O.CC(N)=O.CC(N)=O.CC(N)=O.CCOCC.CCOCC.CCOCC.CCOCC.CCOCC.CCOCC" lumo_energy_ev=0.414 multiplicity=1 e_homo_ev=-9.2
C -20.4782 -7.0101 17.0453 -0.808
C -19.1516 -7.3685 17.6647 0.571
N -18.7380 -8.6726 17.7385 -0.119
O -18.4587 -6.4874 18.0835 -0.502
H -20.4608 -6.9301 15.9552 0.081
H -20.7697 -6.0134 17.4224 0.027
H -21.2659 -7.7445 17.3121 0.475
H -17.9407 -8.8455 18.2785 -0.047
H -19.3751 -9.4563 17.7728 0.247
C -9.0494 -3.5488 15.6339 -0.664
C -9.7192 -4.0685 16.8942 0.567
N -10.6354 -5.0457 16.6641 -0.141
O -9.3450 -3.7236 18.0004 -0.674
H -9.0120 -2.4674 15.6179 0.309
H -9.5439 -3.9833 14.6903 -0.015
H -8.0394 -3.9153 15.7380 0.356
H -11.3563 -5.2880 17.3312 0.165
H -10.8736 -5.2245 15.7267 0.098
C -13.1942 -2.8720 20.8534 -0.647
C -13.8063 -1.5969 21.2579 0.458
N -14.4897 -0.9834 20.2269 -0.265
O -13.7567 -1.1218 22.3705 -0.667
H -13.7912 -3.5371 20.2223 -0.011
H -12.9041 -3.4648 21.6869 0.486
H -12.2702 -2.6393 20.3807 0.277
H -15.1672 -0.3014 20.5778 0.239
H -14.6035 -1.5101 19.4218 0.199
C -15.0227 -5.3119 16.3194 1.434
C -14.4981 -5.9702 17.5490 0.496
N -15.5278 -6.1608 18.4707 0.133
O -13.3484 -6.2747 17.7611 -0.800
H -14.1907 -5.0958 15.6183 -1.153
H -15.5179 -4.3444 16.5203 -0.976
H -15.6939 -5.9899 15.8176 0.793
H -16.4635 -6.1223 18.1276 -0.038
H -15.2753 -6.8329 19.2116 0.071
C -10.1690 -3.0903 11.5298 -1.377
C -11.0860 -3.6575 12.5707 0.131
O -12.4139 -3.6612 12.1542 -0.510
C -13.2818 -4.0349 13.2683 2.111
C -14.6905 -3.8565 12.7746 -1.427
H -9.2091 -2.7540 11.9542 0.349
H -9.9156 -3.8461 10.7845 0.310
H -10.5539 -2.2016 10.9831 0.312
H -10.7912 -4.6305 12.9654 0.266
H -10.9707 -3.0632 13.5066 0.119
H -13.0526 -5.0530 13.5150 -0.516
H -12.9873 -3.3526 14.1580 -0.213
H -14.8899 -2.9166 12.2222 0.379
H -15.4262 -3.9017 13.5747 -0.035
H -14.9703 -4.5961 12.0607 0.144
C -17.0449 -9.3650 14.3315 -0.311
C -17.6100 -8.3314 13.3103 -0.444
O -17.4597 -7.1151 13.9653 0.113
C -18.4746 -6.1547 13.8154 -0.681
C -18.3220 -5.1404 14.9436 0.336
H -15.9221 -9.3933 14.3432 -0.055
H -17.4210 -9.0086 15.3299 -0.173
H -17.3874 -10.4002 14.1422 0.462
H -17.1381 -8.2974 12.2858 0.125
H -18.6997 -8.5371 13.1387 0.460
H -18.4567 -5.7050 12.7953 0.259
H -19.4781 -6.6791 13.8764 0.356
H -17.3602 -4.6889 15.0573 -0.417
H -18.4735 -5.6641 15.8768 -0.539
H -19.1525 -4.4863 14.7655 0.544
C -17.4641 -8.9095 21.2930 -0.991
C -17.0262 -10.2728 20.7198 -0.441
O -16.6731 -10.2425 19.3021 -0.454
C -15.3171 -9.8246 19.0684 -0.513
C -14.9274 -9.8476 17.5693 -0.722
H -16.7177 -8.1982 21.1960 0.292
H -18.4134 -8.5228 20.9439 0.229
H -17.6078 -9.1361 22.3410 0.423
H -16.1634 -10.6953 21.2768 0.351
H -17.7652 -11.0503 20.7863 0.379
H -15.1816 -8.8738 19.5294 0.246
H -14.6889 -10.5617 19.5207 0.476
H -15.0985 -10.8768 17.2851 0.498
H -13.8607 -9.6649 17.4983 0.375
H -15.5270 -9.1812 16.8971 -0.215
C -14.5783 -7.3606 10.7893 -0.863
C -13.0720 -7.1376 10.9885 -0.536
O -12.8239 -6.9447 12.3829 -0.156
C -13.0442 -8.1185 13.1785 -0.014
C -12.5235 -7.8276 14.5453 -0.626
H -15.1307 -6.5817 11.3351 0.092
H -14.8224 -7.2041 9.7227 0.414
H -14.9155 -8.3596 11.1252 0.344
H -12.4739 -7.9373 10.6185 0.441
H -12.7744 -6.1987 10.5066 0.278
H -14.0938 -8.4608 13.1490 -0.100
H -12.4468 -9.0196 12.8420 0.260
H -11.4778 -7.4854 14.5291 0.209
H -12.5863 -8.7509 15.0738 0.579
H -13.1728 -7.1005 14.9929 -0.334
C -18.3077 -1.1726 21.6080 -1.248
C -18.5137 -2.5090 20.9777 0.010
O -19.2192 -2.2930 19.7536 -0.394
C -19.3018 -3.4555 18.9742 0.378
C -20.0582 -3.0378 17.7515 -1.077
H -19.3410 -0.8765 21.9390 0.331
H -17.6379 -1.2971 22.4679 0.406
H -17.9377 -0.3647 20.9377 0.201
H -17.5381 -2.9511 20.6872 0.115
H -18.9070 -3.2648 21.7007 0.294
H -18.3232 -3.9246 18.7705 -0.316
H -19.7898 -4.2080 19.5498 0.640
H -19.5753 -2.2534 17.1498 0.195
H -21.0566 -2.6495 18.0459 0.393
H -20.2818 -3.8461 17.0517 0.140
C -16.7962 -1.7186 16.9863 -1.238
C -15.3618 -1.8200 16.4692 -0.583
O -14.5427 -2.3405 17.5490 0.239
C -13.2263 -2.5809 17.2060 1.020
C -12.4386 -1.3049 16.9283 -1.621
H -17.0441 -2.6955 17.4144 -0.200
H -16.9057 -0.9414 17.7047 0.444
H -17.4295 -1.4814 16.1555 0.586
H -15.1648 -2.4972 15.6398 0.274
H -14.9310 -0.8801 16.1427 0.607
H -12.7524 -3.2012 17.9650 0.174
H -13.1748 -3.1568 16.2439 -0.816
H -11.3546 -1.6924 16.9270 0.310
H -12.5860 -0.6104 17.7137 0.362
H -12.7959 -0.9172 15.9808 0.419